Entry 1:
The molecule C4H8O3. Source: the Open Molecules 2025 dataset; level of theory: the ωB97M-V functional and the def2-TZVPD basis.

CARTESIAN COORDINATES (ANGSTROEM)
O  -2.438  1.174  -0.456
C  -1.057  0.902  -0.588
C  -0.781  -0.394  0.158
C  0.695  -0.749  0.131
O  0.893  -2.052  -0.287
C  1.672  -0.075  0.990
O  1.596  0.186  -0.424
H  -2.631  1.976  -0.956
H  -0.446  1.717  -0.169
H  -0.760  0.784  -1.641
H  -1.343  -1.210  -0.307
H  -1.137  -0.296  1.191
H  1.359  0.757  1.624
H  2.565  -0.611  1.313
H  1.814  -2.109  -0.580

Gap between HOMO and LUMO: 11.007 eV
SMILES: OCC[C@]1(O)CO1

***

Entry 2:
A structure of composition C18H35BiCl2N2O2P2. Source: the Open Molecules 2025 dataset; level of theory: the ωB97M-V functional and the def2-TZVPD basis.

CARTESIAN COORDINATES (ANGSTROEM)
C  1.264  -5.546  -2.747
C  0.486  -4.349  -2.397
H  0.706  -6.241  -3.391
H  1.541  -6.031  -1.790
H  2.189  -5.214  -3.255
O  -0.586  -3.875  -2.599
Cl  4.571  -2.991  -0.337
Bi  2.192  -2.885  -0.909
P  0.298  -3.405  1.328
C  -1.480  -3.036  1.656
C  0.286  -5.204  1.640
H  -0.016  -5.333  2.689
H  0.537  -3.453  3.769
H  1.290  -5.622  1.477
H  2.031  -2.905  2.961
H  -2.092  -3.317  0.788
H  -0.435  -5.693  0.970
C  0.940  -2.840  2.956
H  -1.817  -3.609  2.538
H  0.657  -1.795  3.122
H  -1.599  -1.961  1.855
P  1.947  -0.500  -2.607
C  0.570  0.481  -3.351
C  2.977  0.923  -2.072
H  3.625  -1.709  -3.867
H  3.289  -0.088  -4.559
H  2.140  -1.440  -4.830
C  2.840  -0.986  -4.118
H  3.747  0.552  -1.392
H  3.458  1.397  -2.937
H  0.890  0.995  -4.274
H  0.218  1.231  -2.630
H  2.376  1.674  -1.547
H  -0.259  -0.198  -3.584
Cl  2.139  -0.960  0.764
C  0.390  5.707  2.144
C  -0.930  5.500  1.418
N  -1.361  4.075  1.319
C  -2.037  3.535  2.509
C  -3.399  4.189  2.699
C  -0.630  3.256  0.478
O  0.415  3.608  -0.076
C  -1.194  1.891  0.184
C  -2.549  1.641  -0.088
C  -2.922  0.354  -0.500
C  -1.914  -0.616  -0.675
N  -0.632  -0.333  -0.505
C  -0.273  0.863  -0.033
H  0.377  5.218  3.130
H  0.555  6.784  2.282
H  1.204  5.303  1.527
H  -1.754  6.019  1.925
H  -0.837  5.864  0.382
H  -2.160  2.454  2.383
H  -1.419  3.704  3.410
H  -3.973  4.144  1.765
H  -3.956  3.649  3.473
H  -3.307  5.238  3.001
H  -3.287  2.427  0.038
H  -3.946  0.078  -0.699
H  -2.168  -1.636  -0.977
H  0.789  1.019  0.162

Gap between HOMO and LUMO (alpha / beta): 3.405 / 3.404 eV
Net charge: +2

***

Entry 3:
A cluster of 12 separate species, C27H84N6O12 in total. Source: the Open Molecules 2025 dataset; level of theory: the ωB97M-V functional and the def2-TZVPD basis.

CARTESIAN COORDINATES (ANGSTROEM)
C  25.079  -4.226  0.645
C  25.130  -4.316  2.184
C  25.282  -5.786  2.772
O  26.452  -6.457  2.348
C  26.661  -7.739  2.918
N  26.215  -3.532  2.742
H  24.228  -4.816  0.307
H  25.832  -4.719  0.030
H  24.698  -3.296  0.224
H  24.216  -3.829  2.522
H  24.390  -6.319  2.444
H  25.181  -5.717  3.855
H  27.456  -8.140  2.289
H  25.810  -8.418  2.865
H  27.032  -7.658  3.940
H  27.074  -3.934  2.394
H  26.270  -3.527  3.751
C  26.628  -2.071  8.066
C  26.664  -3.152  6.975
C  28.090  -3.290  6.340
O  27.830  -4.020  5.176
C  29.082  -4.502  4.692
N  26.178  -4.434  7.457
H  25.698  -2.007  8.631
H  26.723  -1.127  7.530
H  27.442  -2.043  8.790
H  25.978  -2.780  6.215
H  28.795  -3.763  7.024
H  28.513  -2.313  6.106
H  29.815  -3.695  4.684
H  28.973  -5.026  3.743
H  29.408  -5.379  5.251
H  26.677  -4.665  8.304
H  26.463  -5.197  6.860
C  28.157  -11.116  2.974
C  29.254  -12.206  3.183
C  29.711  -12.613  1.747
O  28.506  -13.249  1.126
C  28.847  -14.045  0.038
N  30.306  -11.570  3.985
H  28.357  -10.199  2.419
H  27.783  -10.585  3.849
H  27.269  -11.597  2.563
H  28.911  -13.133  3.641
H  30.605  -13.232  1.829
H  29.937  -11.765  1.101
H  29.213  -13.444  -0.795
H  27.908  -14.508  -0.266
H  29.498  -14.874  0.317
H  31.195  -11.868  3.611
H  30.410  -10.615  3.674
C  35.693  -4.659  1.164
C  35.334  -6.175  1.048
C  36.535  -7.147  1.195
O  36.110  -8.507  1.174
C  35.904  -9.046  -0.109
N  34.289  -6.354  2.033
H  36.169  -4.474  0.201
H  36.517  -4.428  1.839
H  34.832  -4.010  1.325
H  34.682  -6.432  0.213
H  36.848  -7.047  2.234
H  37.344  -6.931  0.498
H  36.866  -9.009  -0.619
H  35.121  -8.530  -0.665
H  35.559  -10.077  -0.039
H  34.784  -6.330  2.912
H  33.721  -5.522  2.112
C  32.594  -9.239  6.741
C  32.155  -7.767  6.617
C  32.560  -6.893  7.843
O  31.809  -5.672  7.596
C  31.321  -5.021  8.790
N  33.009  -7.319  5.468
H  32.502  -9.862  5.852
H  31.970  -9.734  7.485
H  33.648  -9.224  7.017
H  31.078  -7.629  6.519
H  33.630  -6.689  7.786
H  32.303  -7.324  8.810
H  32.290  -4.749  9.207
H  30.731  -5.666  9.441
H  30.805  -4.161  8.362
H  32.690  -6.421  5.136
H  32.719  -7.914  4.705
C  26.958  -8.850  10.931
C  27.825  -8.888  9.607
C  27.080  -8.403  8.392
O  27.842  -8.180  7.160
C  28.475  -9.295  6.514
N  28.957  -8.064  9.796
H  27.631  -9.210  11.709
H  26.209  -9.597  10.667
H  26.623  -7.869  11.269
H  28.258  -9.874  9.442
H  26.545  -7.468  8.554
H  26.302  -9.115  8.113
H  28.753  -9.002  5.501
H  27.724  -10.082  6.444
H  29.361  -9.604  7.068
H  28.617  -7.120  9.681
H  29.628  -8.160  9.046
O  32.602  -4.398  2.876
H  31.882  -4.148  2.297
H  32.762  -3.620  3.409
O  32.864  -9.091  1.389
H  32.166  -8.663  0.895
H  33.517  -8.404  1.526
O  32.914  -11.691  2.491
H  32.812  -10.885  1.984
H  33.687  -11.536  3.034
C  30.722  -7.518  3.281
O  31.237  -8.852  3.601
H  31.524  -6.949  2.810
H  29.913  -7.853  2.631
H  30.300  -7.004  4.144
H  31.532  -9.264  2.786
C  28.994  -7.769  -0.686
O  30.188  -8.370  -0.261
H  29.093  -6.684  -0.662
H  28.689  -8.062  -1.691
H  28.212  -8.032  0.026
H  30.688  -8.551  -1.060
C  29.727  -4.768  0.899
O  30.362  -3.663  1.499
H  28.716  -4.879  1.290
H  29.805  -4.360  -0.109
H  30.302  -5.686  1.022
H  29.675  -2.995  1.558

Gap between HOMO and LUMO: 8.931 eV
SMILES: COC[C@H](C)N.COC[C@H](C)N.COC[C@H](C)N.COC[C@H](C)N.COC[C@H](C)N.COC[C@H](C)N.CO.CO.CO.O.O.O

***

Calculated values (eV) of energy for the records, taken in order: -10418.730 -75755.189 -62864.710.
Calculated values (g mol⁻¹) of molecular weight for the records, taken in order: 104.1 653.3 685.0.
Calculated values (kcal per mole) of energy above the lowest of the compared OMol25 structures with the same formula, charge and spin for the records, taken in order: 52.4 5.1 121.6.